Version a
{
  "formula": "H22HeO11",
  "method": "ωB97M-V with the def2-TZVPD basis set",
  "species": ["He", "O", "H", "H", "O", "H", "H", "O", "H", "H", "O", "H", "H", "O", "H", "H", "O", "H", "H", "O", "H", "H", "O", "H", "H", "O", "H", "H", "O", "H", "H", "O", "H", "H"],
  "xyz": [[0.02, -0.24, -0.24], [2.45, 0.03, -1.58], [2.62, -0.86, -1.28], [3.32, 0.41, -1.70], [0.40, -1.71, -2.62], [0.12, -2.31, -1.93], [1.02, -1.12, -2.19], [0.32, 0.85, 2.01], [0.21, 1.51, 1.32], [0.32, 1.36, 2.82], [-2.52, -2.00, 1.56], [-2.31, -1.50, 2.35], [-3.48, -2.04, 1.56], [2.20, -1.09, 2.20], [1.50, -0.46, 2.02], [2.85, -0.59, 2.69], [-1.21, -0.64, 3.79], [-0.56, -0.33, 3.15], [-0.74, -1.29, 4.31], [3.07, -2.19, -0.21], [3.96, -1.90, -0.38], [2.76, -1.61, 0.48], [-2.96, 1.71, -1.85], [-3.43, 1.51, -2.65], [-3.25, 2.59, -1.60], [1.27, 2.42, -0.40], [0.60, 2.54, -1.08], [1.67, 1.58, -0.61], [-0.54, 2.58, -2.66], [-0.55, 3.54, -2.74], [-1.39, 2.37, -2.27], [-2.62, -1.29, -1.04], [-2.75, -1.43, -0.10], [-2.36, -0.38, -1.12]],
  "mulliken_charge": [0.022, -0.755, 0.425, 0.250, -0.623, 0.319, 0.328, -0.728, 0.258, 0.313, -0.689, 0.355, 0.349, -0.723, 0.454, 0.305, -0.706, 0.413, 0.339, -0.720, 0.299, 0.437, -0.718, 0.327, 0.329, -0.694, 0.415, 0.363, -0.713, 0.322, 0.425, -0.629, 0.393, 0.257],
  "homo_ev": -10.06,
  "orbital_gap_ev": 10.2
}

Version b
{
  "formula": "H22HeO11",
  "method": "ωB97M-V with the def2-TZVPD basis set",
  "species": ["He", "O", "H", "H", "O", "H", "H", "O", "H", "H", "O", "H", "H", "O", "H", "H", "O", "H", "H", "O", "H", "H", "O", "H", "H", "O", "H", "H", "O", "H", "H", "O", "H", "H"],
  "xyz": [[-5.06, 7.09, -24.18], [-4.04, 6.21, -28.34], [-4.31, 5.47, -28.89], [-4.21, 5.91, -27.45], [-2.17, 5.95, -22.27], [-1.85, 5.49, -21.49], [-2.92, 5.42, -22.56], [-5.82, 9.57, -25.71], [-5.90, 9.30, -26.62], [-4.88, 9.69, -25.57], [-2.40, 8.76, -22.63], [-2.50, 7.81, -22.72], [-1.47, 8.88, -22.44], [-6.91, 9.83, -22.99], [-6.22, 10.27, -22.49], [-6.58, 9.79, -23.88], [-7.63, 5.62, -25.68], [-6.73, 5.33, -25.56], [-7.97, 5.07, -26.39], [-5.61, 7.05, -20.04], [-6.27, 7.22, -20.72], [-6.09, 7.13, -19.22], [-4.49, 5.22, -25.90], [-4.41, 5.31, -24.95], [-4.57, 4.28, -26.05], [-3.02, 9.81, -25.20], [-2.77, 9.36, -24.39], [-2.50, 9.39, -25.89], [-7.76, 7.44, -21.98], [-8.55, 7.81, -21.58], [-7.38, 8.17, -22.46], [-4.49, 4.09, -23.27], [-3.95, 3.30, -23.35], [-4.79, 4.09, -22.36]],
  "mulliken_charge": [0.014, -0.628, 0.259, 0.473, -0.641, 0.299, 0.339, -0.658, 0.284, 0.390, -0.701, 0.384, 0.308, -0.703, 0.306, 0.375, -0.598, 0.348, 0.282, -0.637, 0.389, 0.271, -0.707, 0.291, 0.283, -0.719, 0.379, 0.330, -0.708, 0.296, 0.446, -0.648, 0.307, 0.295],
  "homo_ev": -10.83,
  "orbital_gap_ev": 10.6
}

Relative energy of each structure, in hartree: version a 0.0070; version b 0.0000.

Version a
{
  "formula": "C5H10O4",
  "method": "ωB97M-V with the def2-TZVPD basis set",
  "species": ["C", "C", "C", "C", "O", "O", "C", "O", "O", "H", "H", "H", "H", "H", "H", "H", "H", "H", "H"],
  "xyz": [[-0.23, -0.15, 2.22], [-0.57, -0.12, 0.73], [-0.10, -1.34, -0.08], [0.21, -0.49, -1.33], [1.47, -0.65, -1.92], [-0.78, -0.65, -2.28], [0.09, 0.84, -0.52], [-0.73, 1.77, -1.10], [1.30, 1.34, -0.09], [-0.58, 0.75, 2.72], [-0.71, -1.01, 2.69], [0.85, -0.23, 2.36], [-1.65, 0.02, 0.62], [0.81, -1.78, 0.32], [-0.84, -2.11, -0.27], [2.09, -0.05, -1.48], [-0.71, 0.07, -2.92], [-0.75, 2.56, -0.55], [0.83, 1.23, 0.87]],
  "mulliken_charge": [-1.627, -0.010, -0.810, 0.480, -0.606, -0.575, 0.686, -0.555, -0.667, 0.400, 0.384, 0.446, 0.261, 0.253, 0.327, 0.380, 0.386, 0.369, 0.479],
  "smiles": "C[C@@H]1CC(O)(O)C1(O)O",
  "homo_ev": -9.72,
  "orbital_gap_ev": 10.2
}

Version b
{
  "formula": "C5H10O4",
  "method": "ωB97M-V with the def2-TZVPD basis set",
  "species": ["C", "C", "C", "C", "O", "H", "H", "H", "H", "H", "H", "H", "H", "C", "O", "O", "O", "H", "H"],
  "xyz": [[-0.12, 1.67, 1.32], [1.24, 0.09, -1.70], [-0.31, 0.55, 0.31], [0.91, -0.03, -0.26], [-1.29, 0.86, -0.63], [-1.93, 0.12, -0.64], [1.76, -0.03, 0.41], [0.14, 2.59, 0.80], [0.67, 1.43, 2.04], [-1.05, 1.82, 1.87], [2.31, 0.03, -1.84], [0.76, -0.64, -2.34], [0.91, 1.03, -2.15], [-0.76, -0.85, 1.13], [0.45, -1.78, 0.12], [-0.32, -2.33, -0.95], [-1.90, -1.24, 0.91], [-1.20, -2.43, -0.53], [-0.28, -0.85, 2.12]],
  "mulliken_charge": [-1.681, -1.309, 1.178, 0.137, -0.603, 0.400, 0.385, 0.417, 0.371, 0.382, 0.357, 0.320, 0.336, -0.040, -0.323, -0.331, -0.695, 0.339, 0.361],
  "homo_ev": -9.13,
  "orbital_gap_ev": 9.6
}

Relative energy of each structure, in hartree: version a 0.0000; version b 0.1156.

Version a
{
  "formula": "C2H3F3O2",
  "method": "ωB97M-V with the def2-TZVPD basis set",
  "species": ["O", "C", "O", "F", "C", "F", "F", "H", "H", "H"],
  "xyz": [[1.29, 1.12, -0.09], [0.54, 0.05, -0.36], [1.09, -1.14, 0.02], [0.18, 0.00, -1.65], [-0.78, 0.03, 0.52], [-1.51, -1.09, 0.13], [-1.60, 1.05, 0.25], [0.74, 1.91, 0.05], [0.68, -1.85, -0.52], [-0.65, -0.11, 1.64]],
  "mulliken_charge": [-0.540, 0.718, -0.534, -0.292, 0.192, -0.285, -0.238, 0.379, 0.359, 0.241],
  "smiles": "OC(O)(F)C(F)F",
  "homo_ev": -11.38,
  "orbital_gap_ev": 12.0
}

Version b
{
  "formula": "C2H3F3O2",
  "method": "ωB97M-V with the def2-TZVPD basis set",
  "species": ["C", "C", "O", "O", "F", "F", "F", "H", "H", "H"],
  "xyz": [[-0.11, -1.22, -0.61], [-0.16, 0.05, 0.30], [1.11, 0.46, 0.35], [-1.16, 0.96, -0.08], [0.67, -0.60, -1.99], [-1.23, -1.56, -1.19], [-0.50, -0.48, 1.53], [0.57, -2.08, -0.24], [1.27, 0.92, 1.14], [-1.54, 0.65, -0.92]],
  "mulliken_charge": [0.054, 0.804, -0.448, -0.504, -0.401, -0.180, -0.289, 0.277, 0.326, 0.361],
  "homo_ev": -12.20,
  "orbital_gap_ev": 12.9
}

Relative energy of each structure, in hartree: version a 0.0000; version b 0.0401.